[1]
Molecular formula: C5H6NO
Method: DFT, ωB97M-V with the def2-TZVPD basis set

Structure (XYZ):
```
13
C5H6NO, DFT ωB97M-V with the def2-TZVPD basis set
C -0.29343 0.24750 0.18707
C 0.07019 0.56599 -2.03220
C -1.18199 1.93896 -1.03780
C 0.00718 -0.38898 1.33542
C 0.90847 -1.57112 1.17341
N 0.16255 -0.11441 -1.03001
O -1.15397 1.39496 0.10017
H 0.24289 0.62237 -3.06633
H -1.69545 2.79986 -1.32952
H -0.36185 -0.13816 2.31173
H 0.76539 -1.94568 0.14320
H 0.68586 -2.24842 2.05698
H 1.84416 -1.16289 1.18788
```

Values from the calculation:
Charge: +1
ΔE to the lowest compared entry with this formula, charge and spin (kcal per mole): 117.1
Kohn-Sham gap (eV): 8.92



[2]
Molecular formula: C5H6NO
Method: DFT, ωB97M-V with the def2-TZVPD basis set

Structure (XYZ):
```
13
C5H6NO, DFT ωB97M-V with the def2-TZVPD basis set
C -2.27046 -2.19291 -1.42470
C -1.48930 -1.68304 -0.66509
C 0.40456 0.55227 1.90122
C 0.42521 -1.51482 1.07539
C 1.07236 0.16872 -0.48753
N 0.49516 -0.28327 0.86874
O 0.57702 -2.59602 1.38849
H -2.82110 -2.36346 -2.33518
H 0.60319 1.56598 1.63729
H 0.22794 0.17962 2.84422
H 1.77739 1.05729 -0.35588
H 0.30767 0.51230 -1.18169
H 1.59631 -0.66124 -0.87418
```

Values from the calculation:
Charge: +1
ΔE to the lowest compared entry with this formula, charge and spin (kcal per mole): 209.2
Kohn-Sham gap (spin up / spin down) (eV): 5.52 / 10.12



[3]
Molecular formula: C5H6NO
Method: DFT, ωB97M-V with the def2-TZVPD basis set

Structure (XYZ):
```
13
C5H6NO, DFT ωB97M-V with the def2-TZVPD basis set
C -0.46912 -0.60670 -0.04695
C -1.78837 -1.15313 -0.06896
C 1.50169 1.24320 -0.11974
C 2.21548 -0.02791 0.12942
C 0.65705 -0.03866 0.20191
N -2.99771 -0.19845 -0.05222
O -2.82611 0.93796 0.03732
H -2.15946 -1.56335 -1.03172
H -2.12074 -1.56368 0.94201
H 1.40053 2.07092 0.68467
H 1.17815 1.70687 -1.02066
H 2.69606 -0.54473 -0.64386
H 2.71255 -0.26231 0.98877
```

Values from the calculation:
Charge: +1
ΔE to the lowest compared entry with this formula, charge and spin (kcal per mole): 175.1
Kohn-Sham gap (spin up / spin down) (eV): 7.60 / 7.60



[4]
Molecular formula: C5H6NO
Method: DFT, ωB97M-V with the def2-TZVPD basis set

Structure (XYZ):
```
13
C5H6NO, DFT ωB97M-V with the def2-TZVPD basis set
C 0.96612 -1.25562 -0.07256
C 3.01586 0.16361 -0.01666
C -0.64048 1.49155 -0.77222
C -0.75693 0.38826 0.15749
C -0.30392 1.74007 0.47991
N 2.10759 -0.57287 -0.28928
O 3.93129 0.83726 0.04682
H 0.07656 -0.42002 0.24488
H 0.98840 -1.74451 0.81083
H -0.73762 1.71016 -1.78348
H -1.66509 -0.23720 0.56394
H 0.84595 -1.88919 -1.03386
H -0.17219 2.42164 1.25143
```

Values from the calculation:
Expectation value of S²: 2.008
Charge: +1
Spin multiplicity: 3
ΔE to the lowest compared entry with this formula, charge and spin (kcal per mole): 99.6
Kohn-Sham gap (spin up / spin down) (eV): 7.51 / 6.20



[5]
Molecular formula: C5H6NO
Method: DFT, ωB97M-V with the def2-TZVPD basis set

Structure (XYZ):
```
13
C5H6NO, DFT ωB97M-V with the def2-TZVPD basis set
C -1.70599 0.95560 -0.16036
C -0.30707 1.33677 0.41912
C -2.07414 -0.53442 -0.05032
C 0.58574 0.43595 0.60565
C 2.00197 -1.12400 -0.25613
N -2.28684 -1.64395 0.09046
O 1.30624 -0.54242 0.75882
H -1.67177 1.31645 -1.12721
H -0.38993 2.30256 0.75568
H -2.39173 1.39885 0.41133
H 2.31357 -2.22237 0.09096
H 3.00666 -0.67397 -0.26588
H 1.61329 -1.00507 -1.27213
```

Values from the calculation:
Expectation value of S²: 2.004
Charge: +1
Spin multiplicity: 3
ΔE to the lowest compared entry with this formula, charge and spin (kcal per mole): 75.4
Kohn-Sham gap (spin up / spin down) (eV): 8.99 / 6.99



[6]
Molecular formula: C5H6NO3
Method: DFT, ωB97M-V with the def2-TZVPD basis set

Structure (XYZ):
```
15
C5H6NO3, DFT ωB97M-V with the def2-TZVPD basis set
C 0.10195 1.01138 -1.30093
C -0.35672 1.05962 0.13099
O -1.80368 1.05402 0.08884
N 0.18728 2.11791 1.01700
C 0.48637 0.90930 1.23223
C 1.32497 -0.01371 1.97236
C 0.61619 -1.15137 3.10112
O 1.50562 -1.97523 3.38289
O -0.51526 -0.99777 3.42194
H -0.72053 0.55214 -1.88710
H 0.64239 1.90932 -1.78760
H 0.93055 0.29172 -1.43485
H -1.91986 0.39896 0.83865
H 1.84330 -0.51466 1.11438
H 2.03767 0.47726 2.60722
```

Values from the calculation:
Charge: -1
ΔE to the lowest compared entry with this formula, charge and spin (kcal per mole): 35.7
Kohn-Sham gap (eV): 8.27



[7]
Molecular formula: C5H6NO4
Method: DFT, ωB97M-V with the def2-TZVPD basis set

Structure (XYZ):
```
16
C5H6NO4, DFT ωB97M-V with the def2-TZVPD basis set
C -0.01632 -0.10551 -1.33914
C -1.98163 2.97262 0.68327
C -0.96157 0.98180 0.01657
C 0.33901 -0.85848 -0.02168
C -0.36513 0.00768 1.01063
N 0.08420 1.94025 -0.45825
O -1.35703 0.28617 -1.06666
O -2.00844 4.04142 1.03610
O -2.06399 1.76942 0.58864
O 0.71354 1.12997 -1.36132
H 0.15613 -0.55050 -2.32904
H -0.44023 2.54692 -1.06830
H -0.03233 -1.78082 -0.07473
H 1.34941 -0.98061 -0.09233
H -1.02943 -0.55035 1.54538
H 0.25085 0.58534 1.57849
```

Values from the calculation:
Charge: +1
ΔE to the lowest compared entry with this formula, charge and spin (kcal per mole): 78.3
Kohn-Sham gap (eV): 8.97



[8]
Molecular formula: C5H6NO5P
Method: DFT, ωB97M-V with the def2-TZVPD basis set

Structure (XYZ):
```
18
C5H6NO5P, DFT ωB97M-V with the def2-TZVPD basis set
O -1.17685 0.53463 -2.72710
C -0.79311 0.15606 -1.57547
C 0.23137 -0.95404 -1.42306
P 0.85244 -1.42073 0.18682
O 1.09157 -2.93004 0.28699
O 2.49823 -0.79404 -0.12881
C -0.41904 -0.78132 1.20291
C -0.93651 0.54131 0.87557
C -0.03929 1.82388 1.26042
O 1.14075 1.84442 0.89609
O -0.65454 2.81139 1.75455
N -1.29742 0.71947 -0.54138
H -0.24264 -1.87640 -1.58806
H 1.01587 -0.74711 -2.19096
H 2.85751 -0.17091 0.52887
H -0.27250 -0.89978 2.27605
H -1.87816 0.73666 1.57017
H -1.97767 1.40656 -0.66359
```

Values from the calculation:
Charge: -2
ΔE to the lowest compared entry with this formula, charge and spin (kcal per mole): 0.0
Kohn-Sham gap (eV): 6.14